Entry from the OMol25 dataset: the molecule C6H10N2 in a non-equilibrium geometry (ωB97M-V/def2-TZVPD).

Multiplicity   1
Highest occupied orbital energy   -8.00 eV
SMILES   C=C1CC=NN[C@@H]1C
ΔE to the lowest compared entry with this formula, charge and spin   239.44 kJ/mol
Orbital gap   9.01 eV

Cartesian coordinates (Å):
C1 0.46 -1.92 -0.82
C2 0.05 -0.70 -0.51
C3 -0.30 0.36 -1.50
C4 -1.66 0.58 -0.88
N1 -1.91 0.92 0.34
N2 -1.02 0.62 1.28
C5 0.18 -0.13 1.01
C6 1.43 0.75 1.13
H1 0.65 -2.22 -1.84
H2 0.65 -2.67 -0.06
H3 0.34 1.24 -1.46
H4 -0.38 -0.03 -2.52
H5 -2.49 0.72 -1.56
H6 -1.43 0.55 2.20
H7 0.25 -0.96 1.72
H8 2.31 0.19 0.79
H9 1.33 1.65 0.52
H10 1.57 1.05 2.17

Results of the natural (NBO) charge analysis, in e, for atoms 1 through 8: -0.428, 0.044, -0.514, -0.020, -0.195, -0.444, -0.085, -0.610